[1]
{"formula": "C55H47BF6N2O2S", "method": "wB97M-V/def2-TZVPD", "e_lumo_ev": -3.13, "gap_ev": 2.8, "charge": 0, "homo_ev": -5.966, "de_lowest_kcal_mol": 4.0, "species": ["C", "C", "C", "C", "C", "B", "C", "C", "C", "C", "F", "F", "F", "C", "C", "C", "F", "F", "F", "C", "O", "C", "C", "C", "C", "C", "O", "S", "H", "H", "H", "H", "H", "H", "H", "H", "H", "H", "H", "H", "H", "H", "H", "H", "H", "H", "C", "C", "C", "C", "N", "C", "C", "C", "C", "C", "C", "C", "C", "C", "C", "C", "C", "C", "C", "C", "N", "C", "C", "C", "C", "C", "C", "C", "C", "C", "C", "C", "C", "C", "C", "C", "C", "C", "C", "H", "H", "H", "H", "H", "H", "H", "H", "H", "H", "H", "H", "H", "H", "H", "H", "H", "H", "H", "H", "H", "H", "H", "H", "H", "H", "H", "H", "H"], "coordinates": [[-4.326238, -9.471508, 2.955755], [-3.820435, -8.272706, 2.251246], [-4.051524, -7.906405, 0.936014], [-3.574663, -6.586173, 0.626658], [-3.033318, -5.966226, 1.726558], [-2.606143, -4.448264, 1.903359], [-3.992990, -3.591680, 2.186236], [-4.401365, -3.326965, 3.481695], [-5.394018, -2.372755, 3.697125], [-5.774547, -1.994875, 5.097534], [-7.133084, -2.038762, 5.281189], [-5.210118, -2.810917, 6.034796], [-5.375783, -0.713948, 5.391315], [-6.020404, -1.714723, 2.647761], [-5.660427, -2.081438, 1.363941], [-6.278726, -1.398914, 0.182429], [-5.336680, -0.672977, -0.509665], [-6.799584, -2.309815, -0.700708], [-7.277797, -0.532742, 0.514393], [-4.690561, -3.055417, 1.122117], [-1.750825, -4.308216, 3.046311], [-0.648246, -3.431596, 3.034773], [0.031374, -3.278603, 1.634906], [0.784535, -1.966020, 1.628798], [0.988443, -4.434192, 1.423443], [-0.998128, -3.216952, 0.459719], [-2.104904, -4.068369, 0.618180], [-2.852665, -7.072115, 3.062149], [-4.795979, -10.147920, 2.233700], [-3.505108, -9.989768, 3.465072], [-5.078055, -9.177403, 3.701673], [-4.580969, -8.545329, 0.232076], [-3.675626, -6.120134, -0.350037], [-3.945751, -3.832887, 4.324611], [-6.779579, -0.961982, 2.821797], [-4.474587, -3.357255, 0.103743], [-0.985345, -2.445425, 3.417850], [0.084030, -3.849239, 3.750570], [1.282185, -1.797081, 0.663050], [0.080212, -1.142547, 1.791950], [1.540289, -1.927447, 2.426886], [1.505474, -4.324595, 0.465492], [1.736451, -4.448907, 2.223068], [0.439793, -5.381460, 1.434006], [-1.382279, -2.183388, 0.327968], [-0.508214, -3.526159, -0.483493], [-2.497213, 8.836880, -2.828801], [-3.441176, 8.065824, -2.136399], [-3.343580, 6.676281, -2.152402], [-2.327063, 6.060371, -2.892789], [-2.312966, 4.635952, -2.942817], [-2.724942, 3.978989, -4.136702], [-1.830045, 3.845454, -5.201049], [-2.273935, 3.287020, -6.401531], [-3.593518, 2.832107, -6.516214], [-4.469926, 2.937635, -5.429825], [-4.036151, 3.516273, -4.237359], [-1.619307, 3.884737, -1.983954], [-2.262663, 2.809786, -1.344865], [-1.575864, 2.036040, -0.429050], [-0.160720, 2.190881, -0.256281], [0.588701, 1.346468, 0.608817], [2.017837, 1.205804, 0.559115], [2.809367, 1.163516, 1.746133], [4.189089, 1.124667, 1.689229], [4.834711, 0.923005, 0.450374], [6.208601, 0.787122, 0.393473], [6.851045, 0.266563, -0.770206], [7.452940, 1.146258, -1.670278], [8.059846, 0.637014, -2.819881], [8.125139, -0.746340, -3.023735], [7.587157, -1.625738, -2.074970], [6.926126, -1.119949, -0.954591], [7.048419, 1.289360, 1.430882], [7.491789, 0.430565, 2.441207], [8.387489, 0.903025, 3.401706], [8.838633, 2.228549, 3.340127], [8.399940, 3.078625, 2.316928], [7.499475, 2.609828, 1.359497], [4.073114, 0.898799, -0.736309], [2.705246, 1.091506, -0.692840], [0.473169, 3.268693, -0.959137], [-0.255806, 4.133849, -1.754946], [-1.402694, 6.817902, -3.610269], [-1.480433, 8.214459, -3.562620], [-2.553996, 9.925856, -2.788936], [-4.253270, 8.534042, -1.578751], [-4.041979, 6.033568, -1.612623], [-0.802606, 4.190313, -5.065421], [-1.580219, 3.209162, -7.239242], [-3.936630, 2.387848, -7.452239], [-5.493637, 2.571219, -5.498202], [-4.686792, 3.620877, -3.368010], [-3.313967, 2.624660, -1.579208], [-2.109389, 1.272241, 0.144988], [0.047593, 0.835865, 1.399739], [2.310851, 1.216103, 2.714971], [4.804024, 1.208633, 2.586815], [7.406505, 2.216792, -1.464763], [8.475746, 1.328955, -3.551681], [8.596340, -1.139895, -3.927593], [7.666613, -2.706115, -2.205561], [6.466829, -1.772903, -0.209399], [7.114104, -0.593702, 2.458100], [8.726653, 0.232129, 4.192904], [9.535140, 2.602821, 4.093120], [8.753222, 4.109604, 2.254615], [7.133570, 3.241939, 0.547012], [4.585318, 0.747787, -1.692237], [2.134205, 1.134210, -1.624573], [1.545368, 3.423382, -0.852325], [0.228214, 4.970982, -2.265397], [-0.625592, 6.301820, -4.177927], [-0.740168, 8.806225, -4.103854]], "atomic_forces_ev_per_a": [[0.03, -0.31, 0.14], [0.33, 0.45, -1.31], [0.16, -0.07, 0.96], [-0.15, -0.38, 0.96], [0.48, -0.79, -0.24], [-1.29, -0.35, -0.01], [0.90, -0.66, -0.28], [-0.64, 0.81, 0.09], [0.03, -0.27, 0.57], [-0.10, -0.12, 0.27], [0.94, 0.17, 0.13], [-0.56, 0.75, -0.55], [-0.39, -0.75, 0.05], [0.08, -0.04, -0.05], [-0.29, 0.03, -0.37], [-0.16, -0.27, -0.19], [-0.73, -0.29, 0.17], [0.31, 0.94, 0.44], [0.61, -0.48, -0.41], [-0.49, 0.72, 0.28], [1.58, 0.14, 0.66], [-0.91, -0.30, -0.38], [-0.55, 0.24, 0.09], [0.32, 0.32, 0.03], [0.02, -0.22, -0.02], [-0.85, -0.49, 0.58], [1.53, 0.73, -1.31], [-1.29, 0.20, -0.74], [0.08, -0.01, 0.20], [-0.26, -0.11, 0.02], [0.16, -0.22, -0.08], [0.02, 0.06, 0.16], [-0.04, 0.06, 0.27], [0.17, 0.12, -0.12], [0.09, -0.04, 0.03], [0.24, 0.10, 0.04], [0.25, -0.05, -0.20], [-0.06, 0.35, -0.23], [0.02, -0.03, 0.14], [0.07, -0.12, 0.05], [-0.05, 0.00, -0.16], [0.01, -0.12, 0.01], [-0.01, -0.10, -0.07], [0.11, 0.07, -0.03], [0.32, 0.03, 0.10], [0.08, 0.32, 0.30], [-0.01, -0.22, 0.00], [0.24, -0.06, -0.03], [0.28, 0.00, -0.20], [0.00, 0.39, -0.07], [0.25, -0.27, 0.78], [-0.47, -0.24, -0.38], [-0.30, -0.08, 0.01], [-0.06, -0.02, 0.19], [0.08, 0.10, 0.19], [0.14, -0.01, 0.01], [0.19, -0.02, -0.27], [0.08, -0.08, -0.64], [0.05, -0.27, 0.19], [0.17, -0.12, 0.02], [-0.04, 0.09, -0.35], [0.62, 0.81, -0.30], [-0.11, -0.13, -0.27], [0.03, -0.16, -0.10], [-0.46, 0.03, 0.21], [0.81, 0.17, -0.11], [-1.23, 0.04, 0.08], [0.49, -0.24, -0.38], [-0.18, -0.32, -0.16], [-0.05, -0.12, 0.17], [-0.06, 0.05, 0.14], [-0.11, 0.22, -0.05], [0.04, 0.37, -0.07], [0.63, -0.01, 0.44], [-0.03, 0.29, -0.08], [-0.09, 0.21, -0.12], [-0.11, -0.07, -0.14], [-0.09, -0.16, 0.05], [-0.05, -0.23, 0.21], [-0.53, -0.13, -0.42], [0.14, 0.25, 0.28], [-0.22, 0.01, -0.06], [0.38, -0.17, 0.45], [-0.14, 0.31, 0.25], [-0.09, -0.17, 0.07], [0.01, -0.33, -0.06], [0.30, -0.03, -0.16], [0.12, 0.29, -0.16], [-0.30, -0.13, -0.19], [-0.25, -0.05, 0.19], [0.10, 0.15, 0.29], [0.27, 0.07, -0.08], [0.05, -0.02, -0.34], [0.37, 0.04, 0.26], [0.22, 0.15, -0.26], [0.04, 0.08, 0.07], [0.13, 0.02, -0.23], [-0.36, -0.13, -0.20], [0.05, -0.31, -0.21], [-0.03, -0.24, 0.16], [-0.12, 0.13, 0.35], [-0.03, 0.34, -0.04], [0.17, 0.13, -0.27], [0.19, 0.26, 0.04], [-0.07, 0.27, -0.22], [-0.21, -0.14, -0.25], [-0.07, -0.33, 0.10], [0.18, -0.10, 0.34], [-0.30, 0.07, 0.40], [0.18, -0.15, 0.35], [-0.27, -0.02, 0.09], [-0.17, -0.31, 0.25], [-0.24, 0.30, 0.10], [-0.27, -0.10, 0.18]]}


[2]
{"formula": "C55H49AuIN2OPSTe", "method": "wB97M-V/def2-TZVPD", "e_lumo_ev": [-2.36, -3.60], "gap_ev": [7.7, 7.0], "charge": 1, "s2": 0.75, "homo_ev": [-10.099, -10.565], "multiplicity": 2, "de_lowest_kcal_mol": 6.8, "species": ["Au", "S", "C", "C", "C", "C", "C", "C", "N", "C", "C", "C", "C", "C", "C", "C", "H", "H", "H", "H", "H", "H", "H", "H", "I", "C", "C", "C", "C", "C", "C", "C", "C", "C", "P", "C", "C", "C", "C", "C", "C", "C", "C", "C", "C", "C", "C", "C", "H", "H", "H", "H", "H", "H", "H", "H", "H", "H", "H", "H", "H", "H", "H", "H", "C", "C", "O", "N", "Te", "C", "C", "C", "C", "C", "C", "C", "C", "C", "C", "C", "C", "C", "C", "C", "C", "C", "C", "H", "H", "H", "H", "H", "H", "H", "H", "H", "H", "H", "H", "H", "H", "H", "H", "H", "H", "H", "H", "H", "H", "H", "H", "H"], "coordinates": [[0.701150, -1.279873, -0.901014], [-0.308839, -5.936053, -0.836109], [0.865581, -5.886429, 0.432454], [1.309093, -6.939349, 1.226309], [2.303502, -6.681039, 2.146162], [2.847308, -5.398689, 2.262496], [2.399916, -4.354861, 1.479096], [1.379829, -4.589542, 0.555651], [0.802411, -3.670368, -0.328362], [-0.055504, -4.250845, -1.120056], [-0.674812, -3.550853, -2.245702], [-1.470127, -4.228976, -3.167465], [-1.904249, -3.584129, -4.312555], [-1.513706, -2.273496, -4.545672], [-0.741641, -1.594559, -3.609869], [-0.337140, -2.206002, -2.432344], [0.893526, -7.931785, 1.116032], [2.672657, -7.480476, 2.774065], [3.639343, -5.218629, 2.977352], [2.840151, -3.377060, 1.572125], [-1.734502, -5.267849, -3.006321], [-2.519247, -4.108735, -5.030942], [-1.813153, -1.774758, -5.459196], [-0.454764, -0.571657, -3.814239], [0.421339, -1.635214, 2.869024], [1.021456, 0.136029, 3.782133], [0.601943, 0.251761, 5.081665], [0.902015, 1.385656, 5.851770], [1.621892, 2.390379, 5.286432], [2.074477, 2.298489, 3.949598], [2.815226, 3.389717, 3.437130], [3.299819, 3.370526, 2.170773], [3.054760, 2.244740, 1.369190], [2.322522, 1.154616, 1.797927], [2.319953, -0.119859, 0.473855], [2.744934, 2.039343, -2.657583], [3.989244, 1.414910, -2.615271], [5.109138, 2.097601, -2.163810], [5.002910, 3.423799, -1.766569], [3.768867, 4.055072, -1.816415], [2.643264, 3.367418, -2.252241], [3.845651, -1.060797, 0.732362], [4.542011, -1.047033, 1.934543], [5.684710, -1.824343, 2.079355], [6.144121, -2.592368, 1.020474], [5.458475, -2.594080, -0.188622], [4.305573, -1.841580, -0.328496], [1.792906, 1.149949, 3.140943], [0.026235, -0.549378, 5.524772], [0.559233, 1.447532, 6.875744], [1.867853, 3.282430, 5.848514], [2.989498, 4.238377, 4.087044], [3.876679, 4.194894, 1.774256], [3.477209, 2.242156, 0.372622], [4.080082, 0.379157, -2.923696], [6.066941, 1.594778, -2.130843], [5.878738, 3.962467, -1.429509], [3.678146, 5.093278, -1.522339], [1.686598, 3.871778, -2.294377], [4.194424, -0.439837, 2.761498], [6.219539, -1.820823, 3.019985], [7.037916, -3.191394, 1.134473], [5.814406, -3.195555, -1.014557], [3.750478, -1.871893, -1.261135], [1.547926, 1.275281, -3.194029], [0.277405, 1.629930, -2.462700], [-0.350449, 2.671019, -2.765349], [-0.158633, 0.863966, -1.459801], [-1.539266, 2.114445, -0.641387], [-3.383813, 2.267122, -1.699067], [-3.649546, 1.747510, -2.963926], [-2.697701, 0.887761, -3.740302], [-4.884286, 2.028080, -3.546028], [-5.841800, 2.803478, -2.917429], [-7.157346, 3.110564, -3.573976], [-5.545427, 3.308020, -1.655967], [-4.333339, 3.061224, -1.030822], [-4.099591, 3.666077, 0.328948], [-2.239053, 0.796984, 0.860266], [-2.115416, 1.245577, 2.182221], [-1.473552, 2.558459, 2.558492], [-2.640426, 0.456267, 3.199973], [-3.255163, -0.759617, 2.942580], [-3.797074, -1.607564, 4.057696], [-3.356023, -1.181707, 1.622475], [-2.875907, -0.418229, 0.567302], [-3.096268, -0.912051, -0.835186], [1.402493, 1.548514, -4.241791], [1.730635, 0.200502, -3.145915], [2.714873, 0.729964, -0.568973], [-1.909309, 0.493344, -3.113373], [-2.235005, 1.461650, -4.544829], [-3.229528, 0.043825, -4.181788], [-5.092708, 1.615239, -4.527121], [-7.304001, 2.508255, -4.468768], [-7.203935, 4.161626, -3.864139], [-7.987779, 2.922815, -2.892961], [-6.278716, 3.919818, -1.142408], [-4.935477, 4.307049, 0.601811], [-3.199907, 4.287444, 0.350824], [-4.008941, 2.898306, 1.099664], [-0.534221, 2.733473, 2.033524], [-1.259288, 2.576634, 3.625779], [-2.132944, 3.402285, 2.343444], [-2.549317, 0.799451, 4.223980], [-3.526578, -1.202897, 5.032053], [-3.413850, -2.626832, 3.991026], [-4.885673, -1.664241, 4.006828], [-3.831272, -2.132217, 1.403182], [-3.151967, -2.000533, -0.854911], [-2.295954, -0.614403, -1.508656], [-4.034848, -0.518353, -1.232981]], "atomic_forces_ev_per_a": [[-0.13, 0.17, 0.11], [-0.03, -0.01, 0.01], [0.00, 0.02, 0.03], [0.00, 0.00, -0.01], [0.00, -0.01, 0.01], [0.02, 0.04, 0.00], [-0.05, 0.03, -0.03], [-0.08, 0.02, 0.00], [0.11, -0.17, -0.01], [0.03, 0.06, 0.05], [-0.02, -0.01, -0.02], [0.00, 0.01, 0.01], [0.00, 0.02, 0.00], [0.01, -0.03, -0.01], [0.14, -0.05, 0.00], [0.01, -0.05, -0.02], [0.00, 0.00, 0.00], [0.00, 0.00, 0.00], [0.00, 0.00, 0.00], [0.04, 0.18, 0.00], [0.00, 0.00, 0.00], [0.00, 0.00, 0.00], [0.01, 0.00, 0.00], [0.04, -0.10, -0.03], [0.08, -0.16, -0.20], [-0.03, 0.01, 0.01], [-0.03, -0.01, 0.00], [-0.02, 0.01, 0.02], [-0.01, 0.02, 0.00], [-0.06, -0.02, -0.05], [0.02, 0.02, 0.02], [0.02, 0.01, -0.02], [-0.07, 0.00, -0.01], [-0.04, 0.14, -0.08], [-0.15, -0.14, -0.08], [0.00, 0.00, -0.10], [-0.01, 0.02, 0.07], [0.03, -0.02, -0.01], [0.01, -0.01, 0.01], [-0.02, 0.00, 0.02], [0.04, 0.02, 0.00], [-0.01, -0.04, 0.01], [-0.02, -0.06, 0.02], [0.00, 0.02, 0.00], [0.01, 0.00, 0.00], [-0.01, -0.04, 0.01], [-0.03, -0.01, 0.03], [0.03, 0.09, -0.05], [0.00, 0.00, 0.00], [0.00, 0.00, 0.00], [0.00, 0.00, 0.00], [0.01, -0.01, 0.00], [-0.01, 0.00, -0.01], [0.00, 0.06, 0.01], [0.00, 0.00, -0.03], [0.01, 0.00, 0.00], [0.00, 0.00, 0.00], [0.00, -0.01, 0.01], [-0.01, -0.01, -0.02], [0.00, 0.01, 0.00], [0.00, 0.00, 0.00], [0.00, 0.00, 0.00], [0.00, 0.00, 0.00], [0.00, 0.00, 0.00], [0.00, 0.02, -0.12], [0.06, 0.08, -0.09], [0.04, 0.01, -0.01], [-0.20, -0.10, 0.23], [-0.06, -0.07, 0.04], [0.04, 0.03, -0.07], [0.00, 0.00, -0.01], [-0.05, 0.13, 0.06], [-0.02, -0.01, 0.01], [0.00, -0.01, 0.00], [0.00, 0.00, 0.00], [0.00, 0.00, 0.01], [0.02, 0.03, -0.02], [0.01, -0.01, 0.00], [0.04, -0.05, -0.04], [0.00, -0.01, 0.01], [0.07, -0.03, 0.03], [0.02, 0.00, 0.01], [-0.01, 0.01, 0.01], [0.00, 0.00, 0.00], [-0.01, 0.00, 0.01], [0.03, -0.01, -0.02], [0.00, 0.00, 0.01], [-0.03, -0.05, -0.01], [0.04, 0.02, 0.03], [0.17, 0.00, 0.19], [-0.10, 0.09, -0.02], [0.02, 0.02, -0.01], [0.01, 0.02, 0.02], [0.00, 0.00, 0.00], [0.00, 0.00, 0.00], [0.00, 0.00, 0.00], [0.00, 0.00, 0.00], [0.00, 0.00, 0.00], [0.00, 0.00, 0.00], [0.00, 0.00, 0.01], [0.00, -0.02, 0.01], [0.06, -0.01, 0.02], [0.02, -0.01, 0.03], [0.01, 0.00, 0.00], [0.01, 0.00, 0.03], [0.00, 0.00, 0.00], [0.00, 0.00, 0.00], [0.00, 0.00, 0.00], [0.00, 0.00, 0.00], [-0.01, 0.00, 0.00], [-0.02, -0.04, 0.06], [0.00, 0.00, 0.00]]}


One value per record, in order, for M: 924.86, 1268.52 g mol⁻¹.